[1]
This record from the Open Molecules 2025 dataset describes C45H27BI4MoN5 as an isolated structure at a distorted geometry. The level of theory is ωB97M-V with the def2-TZVPD basis set.

Computed properties:
Kohn-Sham gap (alpha / beta): 4.11 / 4.06 eV
HOMO (alpha / beta): -14.68 / -14.68 eV

ORCA input file:
```
! wB97M-V def2-TZVPD RIJCOSX def2/J DEFGRID3
* xyz 3 1
Mo -0.509 0.285 -0.007
I 5.815 -6.816 -2.512
C 4.426 -5.419 -1.929
C 3.112 -5.808 -1.682
C 2.182 -4.868 -1.284
C 2.553 -3.528 -1.107
C 3.886 -3.155 -1.338
C 4.810 -4.086 -1.765
C 1.582 -2.531 -0.688
C 0.331 -2.523 -1.219
C -0.189 -3.447 -2.172
C -1.529 -3.216 -2.263
C -1.817 -2.118 -1.409
C -3.143 -1.428 -1.380
C -4.314 -2.147 -1.068
C -4.298 -3.563 -0.938
C -5.436 -4.252 -0.620
C -6.626 -3.551 -0.373
I -8.306 -4.576 0.161
C -6.662 -2.153 -0.443
C -5.529 -1.464 -0.775
C -3.066 -0.058 -1.692
N -1.835 0.554 -1.503
C -1.982 1.877 -1.650
C -0.787 2.580 -1.094
C 0.122 3.200 -1.964
C 1.161 4.045 -1.495
C 1.999 4.671 -2.376
C 1.842 4.459 -3.760
I 3.076 5.416 -5.069
C 0.840 3.603 -4.249
C -0.005 2.988 -3.367
C -0.697 2.778 0.447
C -0.419 3.962 1.300
C 0.564 3.617 2.172
C 1.023 2.288 1.825
N 0.358 1.873 0.800
C 1.927 1.299 2.451
C 2.069 0.058 1.828
C 3.166 -0.805 2.082
C 3.103 -1.840 1.184
C 1.978 -1.618 0.388
N 1.321 -0.480 0.755
C 2.584 1.603 3.681
C 3.145 2.883 3.914
C 3.768 3.160 5.104
C 3.796 2.189 6.120
I 4.656 2.637 7.918
C 3.224 0.930 5.920
C 2.639 0.633 4.712
C -3.266 2.177 -2.095
C -3.941 0.958 -2.134
N -0.713 -1.679 -0.789
H 2.821 -6.844 -1.790
H 1.172 -5.187 -1.045
H 4.190 -2.118 -1.226
H 5.829 -3.784 -1.968
H 0.384 -4.169 -2.736
H -2.240 -3.719 -2.904
H -3.386 -4.124 -1.102
H -5.418 -5.330 -0.548
H -7.572 -1.620 -0.204
H -5.556 -0.387 -0.745
H 1.287 4.228 -0.435
H 2.775 5.333 -2.015
H 0.733 3.441 -5.314
H -0.788 2.340 -3.745
H -1.032 4.855 1.314
H 0.921 4.214 2.999
H 3.943 -0.628 2.811
H 3.784 -2.673 1.096
H 3.157 3.627 3.125
H 4.237 4.123 5.262
H 3.226 0.198 6.717
H 2.153 -0.326 4.575
H -3.662 3.153 -2.340
H -4.951 0.817 -2.489
B -3.318 2.928 1.359
C -2.097 2.016 1.084
N -1.890 0.715 1.173
H -3.229 3.969 0.726
H -4.328 2.257 1.238
H -3.130 3.100 2.577
*
```

Mulliken population analysis, charges in e, atoms 1 to 6: number 1, Mo, carries 0.94; number 2, I, carries 0.26; number 3, C, carries -0.16; number 4, C, carries -0.81; number 5, C, carries -0.72; number 6, C, carries 0.10

---

[2]
This record from the Open Molecules 2025 dataset describes an isolated ion of composition C5H8O3 and charge -2 at a distorted geometry. The level of theory is ωB97M-V with the def2-TZVPD basis set.

Computed properties:
Kohn-Sham gap: 6.26 eV
HOMO: 0.56 eV
Structure (SMILES): O=C([O-])CCCC[O-]

ORCA input file:
```
! wB97M-V def2-TZVPD RIJCOSX def2/J DEFGRID3
* xyz -2 1
O 0.388 2.446 2.519
C 0.684 2.408 1.330
O 1.640 3.023 0.844
C -0.217 1.507 0.478
C 0.318 0.108 0.019
C -0.684 -0.827 -0.705
C -0.101 -2.263 -0.837
O -0.924 -3.293 -1.119
H -1.123 1.348 1.170
H -0.482 1.947 -0.487
H 1.204 0.320 -0.639
H 0.722 -0.463 0.819
H -1.006 -0.432 -1.705
H -1.580 -1.023 0.075
H 0.634 -2.315 -1.771
H 0.527 -2.490 0.009
*
```

Mulliken population analysis, charges in e, atoms 1 to 6: number 1, O, carries -0.73; number 2, C, carries 0.36; number 3, O, carries -0.76; number 4, C, carries -0.36; number 5, C, carries -0.76; number 6, C, carries -0.08

---

[3]
This record from the Open Molecules 2025 dataset describes one molecule with the formula C4H8N2O. The level of theory is ωB97M-V with the def2-TZVPD basis set.

Computed properties:
Kohn-Sham gap: 10.22 eV
HOMO: -9.38 eV
Structure (SMILES): C/N=C(\C)C(N)=O

ORCA input file:
```
! wB97M-V def2-TZVPD RIJCOSX def2/J DEFGRID3
* xyz 0 1
C -1.227 -1.137 -1.265
N -0.811 -0.529 -0.037
C 0.306 0.058 0.097
C 1.551 -0.032 -0.747
C 0.245 1.165 1.143
N -0.806 1.046 1.991
O 1.007 2.114 1.086
H -1.904 -0.381 -1.680
H -0.439 -1.339 -1.998
H -1.820 -2.031 -1.071
H 1.338 -0.134 -1.815
H 2.156 0.861 -0.584
H 2.138 -0.908 -0.445
H -1.479 0.328 1.756
H -1.108 1.865 2.491
*
```

Mulliken population analysis, charges in e, atoms 1 to 6: number 1, C, carries -0.83; number 2, N, carries -0.48; number 3, C, carries 0.86; number 4, C, carries -1.14; number 5, C, carries 0.28; number 6, N, carries -0.39

---

[4]
This record from the Open Molecules 2025 dataset describes one molecule with the formula C7H14N2 at a distorted geometry. The level of theory is ωB97M-V with the def2-TZVPD basis set.

Computed properties:
Kohn-Sham gap: 10.44 eV
HOMO: -9.44 eV
Structure (SMILES): CC(C)N=C=NC(C)C

ORCA input file:
```
! wB97M-V def2-TZVPD RIJCOSX def2/J DEFGRID3
* xyz 0 1
C -2.412 -0.584 2.385
C -2.045 -0.965 0.965
C -0.902 -1.961 0.988
N -1.753 0.257 0.219
C -0.598 0.613 0.027
N 0.522 1.144 -0.180
C 1.241 0.954 -1.428
C 2.401 -0.013 -1.256
C 1.702 2.360 -1.876
H -3.211 0.158 2.525
H -2.683 -1.476 2.947
H -1.491 -0.133 2.860
H -2.939 -1.408 0.492
H -0.591 -2.271 0.010
H -1.194 -2.827 1.536
H -0.046 -1.440 1.537
H 0.552 0.609 -2.181
H 3.190 0.213 -0.547
H 1.984 -0.994 -0.963
H 2.955 -0.212 -2.214
H 2.375 2.727 -1.124
H 2.165 2.226 -2.864
H 0.778 3.021 -1.859
*
```

Mulliken population analysis, charges in e, atoms 1 to 6: number 1, C, carries -1.25; number 2, C, carries 0.47; number 3, C, carries -1.35; number 4, N, carries -0.52; number 5, C, carries 0.60; number 6, N, carries -0.55